Formula: C7H10F3NO
Source: OMol25
Level of theory: ωB97M-V/def2-TZVPD

Cartesian coordinates (Å):
C1 -0.581 -1.571 -0.223
C2 0.323 -1.893 0.906
C3 0.887 -0.515 1.345
C4 -0.146 -0.165 -0.672
C5 -0.242 0.184 -2.142
C6 1.554 1.536 0.289
C7 -1.924 0.733 0.291
N1 0.867 0.261 0.129
O1 -1.470 -2.272 -0.647
F1 -2.308 0.456 1.587
F2 -1.938 2.070 0.247
F3 -2.897 0.273 -0.517
H1 -0.063 -2.518 1.638
H2 1.235 -2.468 0.409
H3 0.205 -0.063 2.003
H4 1.955 -0.503 1.830
H5 -1.187 -0.238 -2.711
H6 0.718 -0.147 -2.584
H7 -0.249 1.219 -2.178
H8 1.562 2.140 -0.698
H9 1.183 2.189 1.027
H10 2.516 1.292 0.669

Computed properties:
HOMO-LUMO gap (spin up / spin down)	8.7889 / 8.7895	eV
E_HOMO (spin up / spin down)	-8.384 / -8.385	eV
electronic energy	-19108.720	eV
energy above the lowest of the compared OMol25 structures with the same formula, charge and spin	59.49	kcal per mole

Formula: C7H10FN2O
Source: OMol25
Level of theory: ωB97M-V/def2-TZVPD

Cartesian coordinates (Å):
C1 -1.919 1.637 0.606
C2 -1.862 0.656 -0.642
O1 -2.007 -0.735 -0.306
C3 -1.063 -1.176 0.645
C4 0.418 -0.815 0.262
C5 0.935 -1.073 -1.108
C6 2.297 -0.644 -1.288
C7 3.060 -0.014 -0.203
F1 4.305 0.395 -0.421
N1 2.526 0.141 0.992
N2 1.290 -0.256 1.125
H1 -0.886 1.880 0.955
H2 -2.458 2.564 0.279
H3 -2.511 1.124 1.402
H4 -0.973 0.887 -1.286
H5 -2.759 0.913 -1.268
H6 -1.276 -0.777 1.671
H7 -1.145 -2.296 0.697
H8 0.326 -1.545 -1.903
H9 2.798 -0.749 -2.279
H10 0.903 -0.117 2.069

Computed properties:
HOMO-LUMO gap	8.9522	eV
charge	+1
SMILES	CCOCc1ccc(F)n[nH+]1
E_HOMO	-14.384	eV
electronic energy	-15157.383	eV
energy above the lowest of the compared OMol25 structures with the same formula, charge and spin	15.36	kcal per mole

What did the second record say?
Formula: C7H10FN2O
Source: OMol25
Level of theory: ωB97M-V/def2-TZVPD

Cartesian coordinates (Å):
C1 -1.919 1.637 0.606
C2 -1.862 0.656 -0.642
O1 -2.007 -0.735 -0.306
C3 -1.063 -1.176 0.645
C4 0.418 -0.815 0.262
C5 0.935 -1.073 -1.108
C6 2.297 -0.644 -1.288
C7 3.060 -0.014 -0.203
F1 4.305 0.395 -0.421
N1 2.526 0.141 0.992
N2 1.290 -0.256 1.125
H1 -0.886 1.880 0.955
H2 -2.458 2.564 0.279
H3 -2.511 1.124 1.402
H4 -0.973 0.887 -1.286
H5 -2.759 0.913 -1.268
H6 -1.276 -0.777 1.671
H7 -1.145 -2.296 0.697
H8 0.326 -1.545 -1.903
H9 2.798 -0.749 -2.279
H10 0.903 -0.117 2.069

Computed properties:
HOMO-LUMO gap	8.9522	eV
charge	+1
SMILES	CCOCc1ccc(F)n[nH+]1
E_HOMO	-14.384	eV
electronic energy	-15157.383	eV
energy above the lowest of the compared OMol25 structures with the same formula, charge and spin	15.36	kcal per mole

Among the records above, which one has the highest electronic energy? C7H10FN2O

Which of these has the highest energy above the lowest of the compared OMol25 structures with the same formula, charge and spin? C7H10F3NO